(1)
DFT (the ωB97M-V functional and the def2-TZVPD basis) results for C28H46N3O2P2PbSbSe4 as an isolated structure.

* ΔE to the lowest compared entry with this formula, charge and spin: 23.2 kcal/mol
* largest force on an atom: 0.27 eV Å⁻¹
* HOMO-LUMO gap: 5.19 eV
* spin multiplicity: 1
* HOMO: -1.20 eV
* LUMO energy: 4.0 eV
* net charge: -2

Geometry as XYZ:
```
87
Properties=species:S:1:pos:R:3:mulliken_charge:R:1
Pb -0.43160 1.21919 0.48797 1.96
C 4.70791 -2.43175 1.29804 -1.52
C 4.22047 -0.98714 1.32732 0.62
C 5.07981 -0.14101 2.26972 -1.36
P 2.41103 -0.64837 1.62271 0.83
C 2.15728 -0.85913 3.46177 0.57
C 0.65481 -0.81084 3.74990 -1.06
C 2.81355 -1.98820 4.26120 -1.75
C 1.59090 -2.05370 0.80392 0.79
C 1.57514 -3.34603 1.35125 0.08
C 0.91269 -4.41048 0.77863 0.58
C 0.91329 -5.77733 1.40576 -1.83
C 0.21387 -4.15364 -0.41040 -1.04
C 0.23360 -2.91641 -0.99615 0.10
C 0.95360 -1.82030 -0.43948 -1.79
N 0.97424 -0.59512 -1.06222 1.05
C 0.94654 -0.62287 -2.44288 -2.06
C 1.80416 -1.51123 -3.14820 -0.01
C 1.78546 -1.63472 -4.51554 -0.78
C 0.90039 -0.88082 -5.29764 0.45
C 0.84459 -1.02792 -6.79341 -1.76
C 0.09443 0.01815 -4.62596 0.13
C 0.11897 0.20004 -3.23606 0.24
P -0.99387 1.39406 -2.43581 0.74
C -0.63632 3.03991 -3.21588 0.65
C -0.55583 3.18687 -4.73356 -1.77
C 0.65356 3.57076 -2.59174 -1.59
C -2.72806 0.89676 -2.86701 1.89
C -3.44237 1.63454 -3.99284 -1.60
C -2.84059 -0.61412 -3.05594 -1.48
H 5.76259 -2.46615 1.00253 0.54
H 4.13555 -3.02617 0.58549 0.31
H 4.62169 -2.91589 2.27330 0.17
H 4.34187 -0.57810 0.31666 0.33
H 5.13874 -0.59288 3.26257 0.25
H 4.66868 0.86338 2.39946 0.03
H 6.10195 -0.04520 1.88987 0.44
H 2.58401 0.08146 3.83674 0.16
H 0.13244 -1.64514 3.27658 0.17
H 0.18903 0.11673 3.41253 -0.07
H 0.48393 -0.87716 4.82872 0.48
H 2.31348 -2.94124 4.09783 0.33
H 2.71968 -1.76849 5.32995 0.50
H 3.87452 -2.11334 4.04139 0.24
H 2.12875 -3.52652 2.26260 -0.11
H 1.48690 -5.77612 2.33473 0.33
H 1.35541 -6.53015 0.74577 0.32
H -0.09973 -6.11277 1.64461 0.35
H -0.36952 -4.94527 -0.87239 0.34
H -0.32711 -2.74520 -1.90635 0.39
H 2.48097 -2.12220 -2.56266 0.53
H 2.46213 -2.33904 -4.99261 0.34
H 0.86863 -2.07821 -7.09526 0.37
H 1.68392 -0.53000 -7.28969 0.31
H -0.07256 -0.59038 -7.19239 0.36
H -0.62422 0.58993 -5.20259 0.26
H -1.46922 3.65127 -2.84658 0.65
H 0.30626 2.64808 -5.12976 0.32
H -0.41750 4.24466 -4.98115 0.51
H -1.44787 2.83601 -5.24898 0.28
H 1.49584 2.94311 -2.90623 0.13
H 0.61689 3.59056 -1.50515 0.31
H 0.85659 4.58701 -2.94314 0.51
H -3.27195 1.13349 -1.94417 -0.68
H -3.07929 1.32465 -4.97895 0.25
H -3.35783 2.71885 -3.91326 0.34
H -4.50706 1.39467 -3.93170 0.45
H -2.47345 -0.91974 -4.04025 0.31
H -3.89166 -0.89849 -2.96128 0.47
H -2.29028 -1.15854 -2.28737 0.05
Se -5.52736 1.98276 -0.52881 -0.80
Sb -4.10820 1.48422 1.40877 0.11
Se -2.57493 -0.46696 0.63752 -0.71
Se -2.31362 3.41244 1.19880 -0.65
Se -1.06890 2.93220 3.15744 -0.62
C 4.07019 3.60587 3.00246 -0.54
O 3.19386 4.24405 2.09443 -0.38
C 2.75416 3.57018 0.99302 0.52
O 1.80813 3.98499 0.38018 -0.49
N 3.47549 2.47721 0.63482 0.30
N 3.17387 1.72988 -0.51691 -0.76
H 4.19730 4.29504 3.83391 0.31
H 5.05359 3.40723 2.56120 0.33
H 3.63486 2.67722 3.37971 0.09
H 4.31321 2.20334 1.10778 0.26
H 2.82256 2.38412 -1.20865 0.38
H 2.41284 1.08146 -0.30416 -0.20
```

***

(2)
DFT (the ωB97M-V functional and the def2-TZVPD basis) results for C28H46NOP2Sc as an isolated structure in a non-equilibrium geometry.

* ΔE to the lowest compared entry with this formula, charge and spin: 0.0 kcal/mol
* largest force on an atom: 5.32 eV Å⁻¹
* HOMO-LUMO gap (alpha / beta): 4.93 / 5.98 eV
* spin multiplicity: 2
* HOMO (alpha / beta): -9.22 / -10.23 eV
* LUMO energy (alpha / beta): -4.3 / -4.3 eV
* net charge: +1

Geometry as XYZ:
```
79
Properties=species:S:1:pos:R:3:mulliken_charge:R:1
Sc -0.39450 -0.45879 1.81294 -1.47
C -1.98990 -1.16439 3.30154 0.29
C -1.59070 -2.22449 2.40684 1.06
C 0.26870 -1.59369 3.63254 0.61
C -0.84620 -0.73169 4.01814 0.78
C -0.18980 -2.51419 2.65584 0.74
C -3.39060 -0.67799 3.49984 -1.64
H -3.98970 -0.78229 2.59134 0.39
H -3.41350 0.37011 3.81014 0.46
H -3.87750 -1.26849 4.28694 0.34
C -0.78050 0.32571 5.07364 -1.42
H -1.66170 0.97191 5.04354 0.30
H 0.10740 0.94831 4.92574 0.26
H -0.72540 -0.12739 6.07254 0.31
C 1.61630 -1.59009 4.27784 -1.40
H 1.56530 -2.14119 5.22704 0.37
H 1.95060 -0.57029 4.47724 0.23
H 2.36380 -2.07229 3.64344 0.31
C 0.58310 -3.66939 2.09904 -1.62
H 0.46770 -4.55049 2.74414 0.36
H 1.64960 -3.43979 2.03384 0.36
H 0.23370 -3.94999 1.10164 0.34
C -2.51780 -3.09259 1.61164 -1.41
H -2.80260 -3.97629 2.19834 0.40
H -2.05050 -3.44689 0.68894 0.26
H -3.43520 -2.56339 1.34464 0.36
C -0.93560 1.45471 0.82034 -0.29
C -2.06120 0.61861 0.84644 -0.05
C -2.59780 -0.12309 -0.36086 -1.38
C -1.47840 -0.84889 -1.12456 -0.79
C -0.36540 -1.30859 -0.18656 0.06
C 0.83210 -0.58289 0.01954 -0.59
C 1.08760 0.77131 -0.60316 -0.77
C -0.10010 1.74851 -0.41556 -1.17
H -3.13940 0.57381 -1.01986 0.60
H -1.05740 -0.19899 -1.89826 -0.34
H -3.33670 -0.85509 -0.01806 0.31
H -0.74750 1.73891 -1.29996 -0.01
H -0.85580 2.18721 1.61604 0.98
H -2.80090 0.83241 1.61354 0.99
H 0.29220 2.76571 -0.32946 0.51
H 1.97170 1.19621 -0.12426 0.45
H 1.72750 -1.14569 0.27684 0.57
H 1.31640 0.65831 -1.67456 0.34
H -1.89090 -1.71909 -1.64696 0.57
H -0.30040 -2.38629 -0.06776 1.00
P -0.64770 0.92821 -4.73436 0.65
C -0.69740 2.78371 -4.71896 -1.35
C -2.02850 0.60021 -5.92606 -1.26
P 1.70200 -0.90229 -5.53546 0.26
C 0.79560 0.68741 -5.88846 -1.08
C 1.15340 -1.88069 -7.01456 -1.19
C 3.39160 -0.40599 -6.11286 -1.14
H 0.16740 3.16881 -4.16936 0.34
H -1.60210 3.11701 -4.19966 0.39
H -0.69320 3.20401 -5.73206 0.42
H -1.94380 1.21491 -6.83066 0.37
H -2.98670 0.80991 -5.44026 0.38
H -2.01050 -0.45549 -6.21226 0.32
H 3.37410 -0.00209 -7.13266 0.32
H 4.05640 -1.27519 -6.08456 0.39
H 3.79090 0.35571 -5.43686 0.33
H 1.47630 1.54251 -5.77526 0.49
H 0.44560 0.66281 -6.92976 0.42
H 1.72110 -2.81609 -7.06036 0.41
H 1.30040 -1.32879 -7.95086 0.35
H 0.09350 -2.13499 -6.91286 0.29
O 1.57210 0.49281 2.14314 -0.14
N 1.77400 1.49651 3.03854 0.48
C 0.92280 2.68531 3.09774 -0.06
C 1.42480 3.77741 4.01044 -0.97
C 2.57520 3.67451 4.67754 -0.32
C 3.41830 2.48691 4.51774 -0.55
C 3.02960 1.48201 3.72774 -0.26
H -0.07470 2.42451 3.48334 0.37
H 0.82370 4.67391 4.12734 0.46
H 2.90040 4.48111 5.32694 0.42
H 4.37170 2.43451 5.03364 0.41
H 3.69360 0.63001 3.61154 0.47
```

***

(3)
DFT (the ωB97M-V functional and the def2-TZVPD basis) results for C28H47BiNO2P2 as an isolated structure in a non-equilibrium geometry.

* ΔE to the lowest compared entry with this formula, charge and spin: 0.0 kcal/mol
* largest force on an atom: 3.48 eV Å⁻¹
* HOMO-LUMO gap: 6.90 eV
* spin multiplicity: 1
* HOMO: -9.35 eV
* LUMO energy: -2.5 eV
* net charge: +1

Geometry as XYZ:
```
81
Properties=species:S:1:pos:R:3:mulliken_charge:R:1
Bi 1.90603 0.47012 0.17149 0.47
C 2.43746 3.03376 -0.17271 0.42
C 1.94309 3.04703 1.17751 1.22
C 3.87217 1.74295 1.14944 0.21
C 3.62725 2.22426 -0.20978 0.07
C 2.82701 2.26096 1.98418 0.48
C 1.83940 3.74519 -1.34461 -1.52
H 0.78964 4.04820 -1.18205 0.34
H 1.88269 3.17451 -2.29347 0.26
H 2.42924 4.66484 -1.49896 0.39
C 4.42986 1.86916 -1.41569 -0.94
H 3.87815 2.02421 -2.35899 0.25
H 4.78133 0.81802 -1.40596 0.18
H 5.32650 2.50630 -1.42020 0.35
C 4.96619 0.81753 1.54943 -1.00
H 5.88691 1.40754 1.67161 0.36
H 5.19200 0.04830 0.77631 0.18
H 4.76201 0.26612 2.48385 0.29
C 2.70033 2.02913 3.45506 -1.45
H 3.36418 2.75905 3.95179 0.36
H 3.02195 1.02299 3.79406 0.29
H 1.67780 2.20112 3.84093 0.33
C 0.71459 3.75671 1.65602 -1.63
H 1.05490 4.70062 2.11511 0.32
H 0.13213 3.21740 2.43240 0.31
H 0.00691 4.02378 0.84750 0.38
C -4.92522 -1.19900 -2.25227 -0.27
C -5.21139 0.10057 -2.09710 -0.52
C -6.17036 0.75203 -1.13708 -0.57
C -6.58445 -0.07679 0.10049 -0.94
C -5.40827 -0.48296 0.95065 -0.25
C -4.60723 -1.54882 0.81920 -0.48
C -4.66851 -2.66018 -0.19311 -0.35
C -5.46619 -2.37843 -1.48769 -0.97
H -7.08661 1.07699 -1.66116 0.36
H -7.20736 -0.92592 -0.20505 0.33
H -5.68987 1.68073 -0.78922 0.28
H -6.53734 -2.29649 -1.26388 0.35
H -4.22677 -1.47933 -3.04980 0.40
H -4.75498 0.81035 -2.79459 0.50
H -5.34267 -3.26699 -2.12779 0.42
H -3.62787 -2.90075 -0.46679 0.12
H -3.82996 -1.69541 1.57652 0.50
H -5.07136 -3.57902 0.26802 0.41
H -7.22075 0.57949 0.71577 0.39
H -5.22089 0.20209 1.78621 0.35
P -0.40073 0.42877 -1.00357 0.62
P 0.73531 -0.98570 2.01553 0.94
C -1.13168 -0.93735 -0.10696 -0.66
C -0.23842 -1.82706 0.78333 -1.05
H -1.53236 -1.52429 -0.93922 0.44
H -1.93216 -0.47867 0.48740 0.21
H -0.83880 -2.47833 1.41928 0.83
H 0.41425 -2.44887 0.15561 0.20
C 2.04925 -1.99648 2.66909 -1.15
H 2.63216 -1.41693 3.40062 0.34
H 2.68084 -2.41369 1.87048 0.23
H 1.39556 -2.73835 3.13591 0.52
C -0.27228 -0.17201 3.23197 -1.27
H -0.88193 -1.03435 3.52191 0.51
H -0.87554 0.64481 2.80725 0.21
H 0.39134 0.17486 4.03387 0.40
C 0.14264 0.03459 -2.65639 -1.35
H 0.75052 0.83256 -3.10745 0.35
H -0.85431 -0.05280 -3.09058 0.51
H 0.65457 -0.93566 -2.66076 0.40
C -1.41565 1.88258 -0.93532 -1.00
H -1.53945 2.24385 0.09625 0.26
H -2.32703 1.42467 -1.33626 0.32
H -0.98542 2.64248 -1.59984 0.40
O 0.72546 -2.65360 -1.75183 -0.67
C 1.97315 -2.61228 -1.61824 0.08
C 2.90622 -3.63944 -2.11229 -0.74
C 4.28266 -3.08222 -1.79905 -0.51
C 4.07651 -1.80835 -1.06928 0.01
O 4.98178 -1.08637 -0.65123 -0.76
N 2.71135 -1.59187 -0.98321 0.23
H 2.69377 -4.57024 -1.56239 0.26
H 2.74457 -3.77579 -3.19064 0.31
H 4.85759 -3.77864 -1.17402 0.31
H 4.83461 -2.86181 -2.72558 0.29
```

***

(4)
DFT (the ωB97M-V functional and the def2-TZVPD basis) results for C28H47Br2NO3S2SiSr as an isolated structure in a non-equilibrium geometry.

* largest force on an atom: 4.18 eV Å⁻¹
* HOMO-LUMO gap: 3.40 eV
* spin multiplicity: 1
* HOMO: -12.20 eV
* LUMO energy: -8.8 eV
* net charge: +2

Geometry as XYZ:
```
85
Properties=species:S:1:pos:R:3:mulliken_charge:R:1
C 0.90028 -1.64231 3.27921 -0.45
C 1.85406 -0.36202 3.14765 -0.14
S 3.56885 -0.91600 2.77096 -0.68
C 4.33154 0.03362 1.39409 -1.47
C 3.99022 -0.52293 -0.02923 1.85
C 4.69910 -1.89679 -0.23723 -0.79
C 3.92455 -3.12233 0.25758 -0.03
N 3.62364 -4.09763 -0.49038 -0.73
C 2.44873 -0.57203 -0.11078 -1.67
C 1.83386 -0.72545 -1.52901 -0.04
C 1.13594 -2.07847 -1.78003 -1.42
C -0.02427 -2.35465 -0.80565 -0.16
C -1.34574 -1.60813 -1.17253 0.63
C -2.16048 -2.42804 -2.19083 -1.15
C -3.59140 -1.83582 -2.28427 -0.42
C -4.59491 -2.48198 -1.30210 -1.03
C -4.87517 -1.69298 0.00492 -0.58
C -5.32990 -0.20457 -0.22510 -0.91
Si -4.32216 1.08185 0.72795 -0.03
C -2.67455 1.42090 -0.19158 -0.75
C -3.82548 0.42740 2.43339 -0.94
C -5.17813 2.76809 0.80470 0.70
C -6.27888 3.09053 0.03152 -0.31
C -6.81940 4.36449 0.12180 -0.49
C -6.26351 5.30371 0.95403 -0.54
C -5.17771 4.96020 1.73523 -0.51
C -4.61783 3.70082 1.67271 -0.51
S 2.98352 -0.45475 -2.91158 1.37
O 2.44705 0.46044 -3.85677 -0.72
O 3.17843 -1.73344 -3.52398 -0.71
O 4.45209 0.01773 -2.39993 -0.37
C 4.51396 0.51799 -1.07703 0.08
C 6.03588 0.88745 -0.78082 -1.09
Br 7.03222 0.94410 -2.47206 0.03
C 6.16569 2.20772 0.00001 -0.08
C 5.75193 3.46973 -0.78058 -1.21
Br 8.08784 2.41905 0.41940 -0.03
H 0.13524 -1.61848 2.49706 -0.22
H 1.44634 -2.61816 3.19878 0.31
H 0.34582 -1.64357 4.22805 0.29
H 1.74830 0.18393 4.09390 0.52
H 1.45455 0.27877 2.36036 0.17
H 3.91650 1.04825 1.46365 0.70
H 5.40667 0.06196 1.59348 0.55
H 4.93576 -2.09155 -1.29067 0.62
H 5.66872 -1.85168 0.28645 0.36
H 3.61601 -3.24138 1.31011 0.12
H 3.95509 -3.94222 -1.44818 0.31
H 1.99737 -1.32994 0.54334 0.02
H 2.10123 0.39994 0.27974 0.55
H 1.05427 0.04057 -1.62669 0.69
H 0.70490 -2.03308 -2.78857 0.59
H 1.81121 -2.93516 -1.77390 0.33
H 0.21540 -2.17262 0.25578 -0.48
H -0.23823 -3.42974 -0.88181 0.54
H -1.06078 -0.63830 -1.60309 0.33
H -1.89448 -1.43485 -0.23830 -0.52
H -1.64882 -2.32508 -3.15938 0.38
H -2.14798 -3.49471 -1.93571 0.35
H -3.94079 -2.02141 -3.30867 0.37
H -3.52006 -0.74907 -2.16170 0.15
H -5.54389 -2.72477 -1.79557 0.36
H -4.15854 -3.45077 -1.00905 0.39
H -5.69063 -2.22596 0.50957 0.40
H -3.98722 -1.76907 0.64775 0.16
H -6.37331 -0.17441 0.12483 0.55
H -5.36558 0.02357 -1.29867 0.64
H -2.82326 1.23937 -1.26128 0.30
H -1.82320 0.87807 0.23648 -0.12
H -2.45020 2.49115 -0.06661 0.64
H -4.64291 -0.01748 3.01129 0.35
H -3.10610 -0.39265 2.25470 0.16
H -3.27449 1.18654 3.00339 0.34
H -6.70110 2.35182 -0.64596 0.33
H -7.67136 4.60289 -0.51176 0.37
H -6.67273 6.30929 1.00056 0.38
H -4.72648 5.70472 2.39004 0.35
H -3.75583 3.44113 2.28527 0.21
H 3.96906 1.47249 -0.98659 0.44
H 6.51276 0.07728 -0.22016 0.62
H 5.67615 2.19449 0.97787 0.35
H 4.70473 3.43437 -1.10070 0.32
H 6.45178 3.59503 -1.61033 0.40
H 5.89488 4.32083 -0.10505 0.47
Sr 3.61536 -2.35582 4.67223 1.84
```